Entry 1:
{
  "formula": "C9H17I2NO",
  "method": "ωB97M-V/def2-TZVPD",
  "elements": ["C", "C", "C", "I", "C", "C", "C", "C", "C", "C", "O", "N", "I", "H", "H", "H", "H", "H", "H", "H", "H", "H", "H", "H", "H", "H", "H", "H", "H", "H"],
  "positions_angstrom": [[-1.946, -0.235, -4.063], [-1.300, -0.999, -2.869], [-0.755, -0.019, -1.866], [-2.479, 1.100, -1.056], [0.228, -0.631, -0.781], [0.685, 0.321, 0.318], [2.025, 1.121, 0.056], [0.851, -0.523, 1.586], [-0.371, -0.660, 2.407], [0.736, 0.082, 3.047], [1.381, -0.554, 4.101], [0.735, 1.594, 3.306], [-1.201, 2.503, 3.346], [-2.943, 0.228, -3.733], [-2.109, -0.989, -4.900], [-1.363, 0.634, -4.431], [-0.562, -1.732, -3.335], [-2.018, -1.601, -2.177], [-0.178, 0.722, -2.451], [1.071, -0.923, -1.337], [-0.245, -1.551, -0.317], [-0.129, 1.138, 0.459], [2.799, 0.448, -0.258], [2.463, 1.494, 0.956], [1.905, 1.906, -0.698], [1.427, -1.446, 1.530], [-1.234, -0.058, 2.070], [-0.508, -1.582, 2.954], [1.847, -1.396, 3.877], [1.189, 1.609, 4.257]],
  "forces_ev_per_angstrom": [[-1.8, -0.7, 0.0], [-1.0, -1.0, 0.3], [1.9, 0.3, 0.2], [0.7, -0.3, 0.1], [-2.7, 0.4, 0.1], [0.5, 1.8, 1.0], [-1.1, -1.0, -0.7], [0.2, 1.0, 0.9], [-1.3, 0.5, 0.9], [0.0, 1.2, -1.7], [0.8, -0.7, 0.5], [0.2, -2.1, 0.3], [1.2, -0.6, 0.3], [1.3, -0.9, -0.7], [0.0, 1.2, 0.9], [0.1, -0.7, 0.3], [-0.4, 1.0, 1.1], [0.7, 0.5, -2.0], [-0.3, 0.1, 0.6], [1.2, -0.7, -0.8], [0.4, 1.0, -0.6], [1.2, -1.5, 0.2], [0.3, -0.6, -0.7], [-0.4, 0.7, 0.8], [0.0, -0.1, 0.2], [0.3, 0.3, -0.3], [0.3, -0.8, 0.3], [-0.6, -0.2, -0.3], [-0.7, 1.3, -0.2], [-1.0, 0.4, -1.0]],
  "nbo_charge": [-0.628, -0.462, -0.234, 0.038, -0.427, -0.237, -0.607, -0.247, -0.477, 0.395, -0.728, -0.759, 0.243, 0.224, 0.216, 0.211, 0.222, 0.213, 0.203, 0.217, 0.211, 0.229, 0.193, 0.229, 0.209, 0.209, 0.237, 0.222, 0.490, 0.395],
  "orbital_gap_ev": 8.27,
  "smiles": "CC[C@@H](I)C[C@H](C)[C@@H]1C[C@]1(O)NI"
}



Entry 2:
{
  "formula": "C9H17N2",
  "method": "ωB97M-V/def2-TZVPD",
  "elements": ["C", "C", "C", "C", "C", "C", "C", "C", "C", "N", "N", "H", "H", "H", "H", "H", "H", "H", "H", "H", "H", "H", "H", "H", "H", "H", "H", "H"],
  "positions_angstrom": [[0.864, -0.546, -0.385], [2.117, -0.815, 0.119], [-2.224, 1.721, 0.137], [-3.037, -0.682, -0.437], [-2.481, 0.312, 0.585], [0.003, 0.481, -0.089], [2.908, -1.877, -0.484], [2.573, -0.266, 1.520], [1.464, 3.045, -0.682], [-1.190, 0.809, 0.071], [-2.793, -2.042, -0.032], [0.617, -0.927, -1.392], [-2.611, 1.808, -0.859], [-2.080, 2.485, 0.957], [-4.186, -0.411, -0.372], [-2.667, -0.470, -1.382], [-2.706, 0.160, 1.630], [3.975, -1.653, -0.411], [2.588, -2.818, 0.047], [2.808, -1.951, -1.582], [3.180, -1.050, 2.104], [3.165, 0.552, 1.162], [1.674, 0.208, 1.887], [2.261, 2.403, -0.251], [0.504, 3.450, -0.285], [1.660, 3.083, -1.822], [-3.201, -2.245, 0.900], [-3.182, -2.761, -0.656]],
  "forces_ev_per_angstrom": [[0.7, 0.3, -0.7], [-1.0, 0.0, 2.1], [-0.9, 1.0, 0.7], [-4.1, 0.6, 3.2], [0.1, -0.7, -1.4], [-0.3, 0.9, -0.6], [0.7, -0.7, -0.9], [-0.4, -1.4, -2.5], [0.3, -0.8, -2.4], [2.5, -2.1, 2.1], [0.0, -1.0, 0.8], [0.0, -0.1, 0.5], [-0.4, 1.5, -0.2], [-0.6, -0.5, -1.5], [1.7, -0.5, -0.8], [0.6, 0.3, -1.8], [0.7, -0.3, 0.2], [0.0, -0.4, 0.7], [0.8, 0.6, -0.7], [-0.6, -0.3, 0.5], [-1.3, 1.5, -0.6], [1.1, 0.6, 0.5], [0.1, -0.3, 1.2], [-1.1, 0.8, 0.5], [1.4, -0.5, 0.0], [-0.8, 0.3, 2.0], [0.4, 0.3, -0.9], [0.3, 0.8, 0.2]],
  "nbo_charge": [-0.401, 0.209, -0.219, -0.219, -0.042, 0.520, -0.684, -0.658, -0.525, -0.333, -0.841, 0.275, 0.245, 0.264, 0.180, 0.204, 0.248, 0.244, 0.261, 0.237, 0.263, 0.239, 0.218, 0.180, 0.187, 0.187, 0.370, 0.389],
  "charge": 1,
  "orbital_gap_ev": [7.28, 7.78]
}



Entry 3:
{
  "formula": "C9H17N2O4P",
  "method": "ωB97M-V/def2-TZVPD",
  "elements": ["C", "N", "C", "O", "C", "P", "O", "O", "C", "C", "N", "C", "C", "C", "C", "O", "H", "H", "H", "H", "H", "H", "H", "H", "H", "H", "H", "H", "H", "H", "H", "H", "H"],
  "positions_angstrom": [[1.115, 3.252, -0.361], [1.685, 2.084, 0.264], [2.031, 2.041, 1.545], [2.447, 1.050, 2.121], [1.779, 0.890, -0.535], [1.033, -0.665, 0.175], [0.572, -1.568, -0.880], [2.230, -1.371, 0.960], [-0.214, -0.262, 1.494], [-1.458, -1.101, 1.255], [-2.046, -0.896, -0.047], [-2.947, -1.903, -0.568], [-2.932, -1.661, -2.078], [-2.579, -0.182, -2.184], [-1.775, 0.082, -0.921], [-1.055, 1.048, -0.740], [1.737, 3.570, -1.201], [0.116, 3.010, -0.725], [1.053, 4.063, 0.362], [1.920, 3.007, 2.065], [2.829, 0.632, -0.732], [1.270, 1.051, -1.482], [2.607, -0.750, 1.604], [-0.451, 0.798, 1.487], [0.214, -0.522, 2.463], [-2.210, -0.892, 2.031], [-1.178, -2.160, 1.324], [-3.950, -1.764, -0.141], [-2.591, -2.901, -0.304], [-2.140, -2.256, -2.531], [-3.880, -1.912, -2.550], [-3.467, 0.455, -2.164], [-1.996, 0.067, -3.067]],
  "forces_ev_per_angstrom": [[-0.2, 0.3, -0.2], [-0.2, -0.1, -0.1], [0.0, 0.7, 0.2], [0.3, -0.3, 0.3], [0.0, -0.9, 0.0], [0.6, 0.6, 0.8], [-0.4, -0.3, -0.6], [0.1, -0.2, 0.1], [0.4, 0.0, -0.4], [0.0, 0.0, 0.2], [-0.2, -0.2, 0.1], [-0.2, -0.1, -0.1], [-0.1, 0.0, 0.0], [0.1, -0.1, 0.0], [-0.6, 0.0, -0.4], [0.2, 0.5, 0.0], [0.0, 0.0, 0.0], [0.1, 0.1, 0.0], [0.0, 0.0, 0.0], [0.0, -0.1, 0.0], [-0.1, 0.0, 0.0], [0.0, 0.0, 0.1], [0.1, 0.2, 0.1], [0.1, 0.0, 0.0], [0.0, 0.0, -0.1], [0.2, -0.1, -0.1], [-0.2, 0.1, 0.0], [0.1, -0.1, 0.0], [0.0, 0.0, 0.0], [0.0, 0.0, 0.0], [0.0, -0.1, 0.0], [0.0, 0.1, 0.0], [0.0, 0.1, 0.0]],
  "nbo_charge": [-0.408, -0.408, 0.543, -0.685, -0.593, 2.171, -1.115, -1.007, -0.794, -0.202, -0.417, -0.196, -0.405, -0.493, 0.727, -0.699, 0.196, 0.241, 0.206, 0.124, 0.233, 0.261, 0.526, 0.257, 0.252, 0.197, 0.209, 0.181, 0.205, 0.224, 0.213, 0.222, 0.235],
  "orbital_gap_ev": 9.95,
  "smiles": "CN(C=O)C[P@@](=O)(O)CCN1CCCC1=O"
}



Entry 4:
{
  "formula": "C9H17N5OS",
  "method": "ωB97M-V/def2-TZVPD",
  "elements": ["C", "O", "C", "C", "N", "N", "N", "N", "C", "C", "N", "C", "C", "S", "C", "C", "H", "H", "H", "H", "H", "H", "H", "H", "H", "H", "H", "H", "H", "H", "H", "H", "H"],
  "positions_angstrom": [[-3.462, 1.384, -2.438], [-2.767, 2.117, -1.359], [-1.402, 1.935, -1.328], [-0.589, 0.478, -1.576], [0.781, 0.715, -1.703], [1.494, 1.019, -2.799], [2.672, 1.241, -2.429], [2.834, 1.417, -1.068], [1.637, 1.045, -0.664], [1.435, 0.871, 0.896], [0.858, -0.437, 1.242], [0.409, -0.306, 2.612], [-0.253, -1.617, 3.053], [0.280, -3.353, 2.505], [0.761, -2.855, 0.868], [1.547, -1.511, 0.859], [-3.229, 1.713, -3.699], [-3.256, 0.259, -2.467], [-4.405, 1.163, -2.025], [-0.819, 2.591, -2.105], [-1.125, 2.380, -0.380], [-0.812, -0.169, -2.493], [-0.744, -0.052, -0.664], [2.513, 0.654, 1.292], [0.950, 1.834, 1.472], [1.140, 0.018, 3.345], [-0.694, 0.317, 2.362], [-0.463, -1.635, 4.154], [-1.258, -1.517, 2.661], [0.062, -2.754, -0.026], [1.481, -3.780, 0.336], [2.401, -1.663, 1.694], [2.022, -1.504, -0.132]],
  "forces_ev_per_angstrom": [[2.5, -1.1, -2.0], [-1.1, -2.1, -2.2], [3.2, 0.6, -2.5], [-2.9, 0.6, -1.1], [3.1, 2.3, 3.1], [-0.5, -1.7, -0.7], [2.0, 2.3, -1.0], [-2.5, -1.9, -1.6], [-0.3, -0.2, 3.1], [1.6, 0.1, -0.2], [-3.7, 5.2, 0.0], [-4.2, -1.1, -1.6], [-1.5, -0.9, 0.9], [-0.2, 1.6, 0.3], [2.0, -1.6, -3.6], [4.3, -4.9, 1.5], [-1.1, -0.4, 4.2], [1.3, 1.2, 0.1], [-2.1, 1.4, -0.4], [-1.3, -0.8, 0.9], [0.5, -0.5, 0.4], [-0.6, 1.2, 1.3], [0.0, -0.9, 0.4], [-1.2, 1.7, -0.7], [1.0, -2.7, -1.6], [0.2, 0.7, -0.1], [3.7, -0.6, 1.8], [0.7, -0.1, -0.8], [-0.2, -0.5, -0.3], [-0.3, -0.2, 1.7], [-1.7, 2.7, 2.0], [-0.7, 0.0, -1.8], [-0.1, 0.8, 0.3]],
  "nbo_charge": [-0.293, -0.521, -0.052, -0.264, -0.226, -0.047, -0.072, -0.288, 0.326, -0.266, -0.504, -0.223, -0.536, 0.231, -0.574, -0.230, 0.196, 0.173, 0.210, 0.154, 0.190, 0.233, 0.235, 0.217, 0.251, 0.199, 0.224, 0.237, 0.202, 0.214, 0.236, 0.137, 0.232],
  "orbital_gap_ev": 9.18,
  "smiles": "COCCn1nnnc1CN1CCSCC1"
}



Entry 5:
{
  "formula": "C9H17NO3P",
  "method": "ωB97M-V/def2-TZVPD",
  "elements": ["C", "C", "C", "C", "C", "C", "C", "C", "C", "N", "P", "O", "O", "O", "H", "H", "H", "H", "H", "H", "H", "H", "H", "H", "H", "H", "H", "H", "H", "H", "H"],
  "positions_angstrom": [[-0.569, -0.525, 2.516], [0.475, -0.620, 1.657], [0.414, -0.673, 0.250], [-0.772, -1.594, -0.264], [-2.114, -0.994, -0.444], [0.513, 0.508, -0.652], [0.631, 1.944, -0.072], [-0.730, 2.588, -0.211], [1.663, -0.435, -0.546], [1.801, -1.286, -1.798], [3.291, 0.153, 0.044], [3.381, 1.127, 1.204], [4.143, 0.480, -1.122], [3.659, -1.357, 0.690], [-0.437, -0.390, 3.563], [-1.593, -0.297, 2.116], [1.545, -0.798, 2.090], [-0.402, -2.018, -1.241], [-0.917, -2.480, 0.300], [-2.614, -1.421, -1.233], [-1.972, 0.078, -0.541], [-2.898, -1.127, 0.356], [-0.063, 0.517, -1.558], [0.820, 2.036, 0.996], [1.166, 2.520, -0.759], [-1.243, 2.540, -1.170], [-0.741, 3.661, -0.045], [-1.464, 2.296, 0.608], [2.359, -2.032, -1.490], [2.319, -0.807, -2.504], [4.239, -1.256, 1.428]],
  "forces_ev_per_angstrom": [[-0.1, 0.9, -2.1], [1.4, -0.2, 4.5], [-2.4, -1.4, -2.2], [2.5, -1.2, -1.4], [-0.8, 1.8, 2.3], [1.3, 2.4, 1.6], [-2.7, -1.2, -0.3], [-2.4, 0.7, 1.5], [-0.3, -0.4, -3.0], [-1.4, 1.0, 1.7], [1.2, 0.4, 2.2], [-1.0, -1.0, -0.7], [-0.2, -0.4, -0.9], [-0.5, 0.0, -1.0], [0.2, -0.3, 0.7], [1.0, -0.4, 0.5], [-2.0, 0.6, -0.6], [-0.4, 0.7, 0.7], [0.4, -0.9, 1.2], [-0.9, -0.6, -2.4], [-0.5, 0.2, -0.5], [1.2, 0.1, 0.0], [-0.2, -0.4, -0.3], [1.1, -0.3, -0.4], [2.1, 0.8, -0.4], [0.1, -0.7, -0.3], [0.7, 0.5, 0.1], [0.7, -0.3, -1.0], [1.0, -1.4, 0.1], [0.6, 0.7, -0.2], [0.6, 0.3, 0.7]],
  "nbo_charge": [-0.460, -0.117, -0.143, -0.396, -0.614, -0.198, -0.413, -0.600, -0.255, -0.840, 2.329, -1.173, -1.165, -1.043, 0.191, 0.179, 0.235, 0.236, 0.199, 0.200, 0.214, 0.186, 0.213, 0.245, 0.208, 0.187, 0.194, 0.189, 0.357, 0.372, 0.484],
  "charge": -1,
  "orbital_gap_ev": 8.38,
  "smiles": "C=C[C@@]1(CC)[C@@H](CC)[C@@]1(N)[P@](=O)([O-])O"
}



Entry 6:
{
  "formula": "C9H18",
  "method": "ωB97M-V/def2-TZVPD",
  "elements": ["C", "C", "C", "C", "C", "C", "C", "H", "H", "H", "H", "H", "H", "H", "H", "H", "H", "H", "H", "H", "H", "C", "C", "H", "H", "H", "H"],
  "positions_angstrom": [[-0.145, -1.935, -1.015], [-0.312, -1.087, -0.002], [-0.693, -1.618, 1.354], [-0.866, 0.507, -0.341], [-0.924, 1.290, 0.967], [-2.259, 0.354, -0.944], [0.088, 1.168, -1.290], [0.107, -1.599, -2.010], [-0.128, -3.005, -0.863], [-0.081, -1.151, 2.129], [-0.553, -2.696, 1.402], [-1.735, -1.403, 1.596], [-1.224, 2.319, 0.764], [-1.647, 0.871, 1.662], [0.054, 1.315, 1.444], [-2.909, -0.211, -0.278], [-2.215, -0.164, -1.899], [-2.699, 1.337, -1.122], [1.138, 0.974, -0.900], [0.050, 0.752, -2.293], [-0.046, 2.248, -1.316], [2.569, -0.123, 0.072], [3.127, 0.726, 0.914], [3.057, -0.435, -0.844], [1.544, -0.694, 0.276], [4.046, 1.252, 0.687], [2.657, 1.006, 1.850]],
  "forces_ev_per_angstrom": [[0.6, 0.3, 0.1], [-3.4, 1.4, -1.0], [0.4, 0.2, 0.1], [0.9, -2.4, 0.9], [0.0, 0.0, -0.2], [0.2, -0.1, 0.1], [1.9, -0.3, 0.3], [-0.3, 0.1, -0.2], [0.2, -0.1, 0.1], [0.0, 0.0, 0.2], [0.1, 0.0, 0.0], [0.0, 0.1, -0.1], [0.0, 0.1, 0.0], [0.0, 0.0, 0.1], [0.1, 0.0, 0.1], [-0.1, 0.0, 0.0], [0.0, -0.1, 0.0], [-0.1, 0.1, 0.1], [-1.4, 0.7, -0.7], [-0.2, 0.1, -0.2], [-0.2, 0.1, -0.2], [-1.6, -1.8, 0.8], [-0.1, 0.3, 0.1], [0.0, 0.2, -0.1], [2.8, 1.5, -0.3], [0.1, -0.1, 0.0], [-0.1, -0.1, 0.0]],
  "nbo_charge": [-0.425, 0.034, -0.664, -0.028, -0.621, -0.608, -0.638, 0.195, 0.194, 0.214, 0.216, 0.217, 0.211, 0.208, 0.211, 0.206, 0.213, 0.207, 0.240, 0.206, 0.211, -0.404, -0.401, 0.197, 0.227, 0.194, 0.189],
  "orbital_gap_ev": 10.04,
  "smiles": "C=C(C)C(C)(C)C.C=C"
}



Entry 7:
{
  "formula": "C9H18AsF6O9Rb",
  "method": "ωB97M-V/def2-TZVPD",
  "elements": ["Rb", "As", "F", "F", "F", "F", "F", "F", "C", "O", "C", "O", "O", "C", "H", "H", "H", "H", "H", "H", "C", "O", "C", "O", "O", "C", "H", "H", "H", "H", "H", "H", "C", "O", "C", "O", "O", "C", "H", "H", "H", "H", "H", "H"],
  "positions_angstrom": [[1.593, 2.084, 11.339], [0.108, 4.952, 11.017], [1.514, 3.908, 11.125], [0.831, 5.603, 9.511], [-1.349, 6.086, 10.875], [-0.432, 4.252, 12.542], [0.936, 6.210, 11.927], [-0.704, 3.675, 10.009], [0.160, -0.406, 8.980], [0.589, -1.365, 9.925], [1.494, -0.949, 10.830], [1.765, 0.188, 11.195], [2.068, -2.058, 11.325], [3.142, -1.932, 12.225], [0.750, -0.362, 8.065], [0.085, 0.593, 9.410], [-0.798, -0.846, 8.704], [3.498, -2.950, 12.387], [2.838, -1.432, 13.144], [4.037, -1.450, 11.831], [-1.106, -0.491, 13.670], [-1.860, -0.088, 12.586], [-1.373, 0.743, 11.693], [-0.305, 1.313, 11.748], [-2.275, 0.909, 10.688], [-1.973, 1.861, 9.664], [-0.218, -0.934, 13.218], [-1.504, -1.297, 14.285], [-0.865, 0.411, 14.233], [-1.742, 2.860, 10.033], [-2.815, 2.025, 8.992], [-1.194, 1.409, 9.050], [0.170, 3.107, 14.388], [1.459, 3.649, 14.800], [2.578, 3.410, 14.032], [2.634, 2.796, 13.022], [3.556, 3.992, 14.681], [4.845, 4.002, 14.090], [-0.258, 2.562, 15.229], [0.165, 2.524, 13.467], [-0.450, 3.990, 14.234], [4.809, 4.451, 13.097], [5.233, 2.987, 14.012], [5.342, 4.757, 14.700]],
  "forces_ev_per_angstrom": [[3.0, -1.9, -3.4], [-0.6, 4.2, -1.4], [-1.2, 15.5, -2.0], [-1.0, -0.6, 1.2], [2.0, -2.2, 0.2], [-0.5, 1.2, -3.4], [-0.4, -0.8, -0.3], [3.8, 4.4, 1.4], [-0.9, -0.1, -0.5], [1.7, 0.5, 1.1], [0.8, -1.5, 0.5], [1.0, -14.4, -2.4], [-0.7, 0.2, -0.8], [0.9, -0.2, 0.6], [0.5, -0.2, 0.2], [0.2, -0.6, 0.0], [-0.3, 0.8, -0.2], [-0.4, 0.0, 0.4], [0.0, -0.1, 0.0], [-0.4, 0.6, -0.4], [2.3, 0.1, 0.2], [-2.6, -0.4, -1.3], [-1.5, 0.8, -1.3], [-5.9, -2.4, 1.4], [0.2, -1.0, 1.7], [-1.1, -0.8, -0.9], [0.6, 0.1, 0.5], [-0.9, 0.5, -0.3], [0.3, -0.4, 0.4], [-1.5, -2.2, 0.2], [-0.5, -0.8, 0.3], [-0.3, 0.9, 0.0], [0.0, 0.4, 1.3], [0.9, -1.0, -1.3], [-2.0, 1.3, 3.3], [3.0, 0.8, 3.5], [0.0, 0.3, 0.3], [-0.3, 0.8, -0.5], [0.4, -0.3, 0.1], [0.4, 0.0, 0.7], [0.1, -0.6, 0.8], [-0.2, -0.2, -0.2], [0.4, 0.3, 0.4], [0.7, -0.8, 0.1]],
  "lowdin_charge": [1.762, 0.950, -0.656, -0.271, -0.288, -0.277, -0.249, -0.268, -0.027, 0.038, -0.527, -0.326, 0.016, -0.040, 0.115, 0.054, 0.122, 0.101, 0.102, 0.102, -0.018, 0.043, -0.533, -0.214, 0.031, -0.033, 0.097, 0.110, 0.094, 0.018, 0.109, 0.060, -0.034, 0.021, -0.583, -0.151, 0.023, -0.017, 0.097, 0.044, 0.096, 0.101, 0.104, 0.105],
  "orbital_gap_ev": 9.35
}



DFT total energy for every record listed, in sequence, given in eV: -29344.899, -12575.008, -30070.674, -29934.418, -26531.995, -9622.527, -105842.928.
ΔE to the lowest compared entry with this formula, charge and spin for every record listed, in sequence, given in kcal per mole: 0.0, 188.3, 6.5, 137.5, 4.0, 46.8, 323.9.